# 1
DFT (ωB97M-V/def2-TZVPD) results for one molecule with the formula C3H6O2.

Element x y z (Å)
C (-1.342, -0.757, 0.039)
C (0.312, 0.889, -0.123)
C (1.586, 0.069, -0.054)
H (-2.233, -1.090, -0.506)
H (-1.675, -0.373, 1.010)
H (-0.661, -1.601, 0.178)
H (0.549, 1.810, -0.670)
H (0.082, 1.220, 0.905)
H (2.450, 0.648, 0.357)
O (-0.765, 0.266, -0.740)
O (1.695, -1.082, -0.397)

## Properties
- SMILES = COCC=O
- spin multiplicity = 1

Let us look at the natural (NBO) charges, expressed in e, one per atom: -0.2587 -0.1740 0.4138 0.1959 0.1602 0.1914 0.2135 0.1845 0.1006 -0.5153 -0.5120

***

# 2
DFT (ωB97M-V/def2-TZVPD) results for a 7-piece molecular cluster, C21H59N5O9 overall.

Element x y z (Å)
O (-0.554, -0.735, 0.772)
H (-0.899, 0.108, 0.929)
H (-1.283, -1.379, 1.109)
H (0.418, -0.981, 1.108)
C (-2.599, -1.628, 2.803)
O (-2.553, -2.173, 1.689)
O (-3.677, -1.651, 3.570)
O (-1.597, -0.932, 3.139)
H (-4.394, -1.991, 3.207)
C (-1.297, -3.924, -1.965)
C (-2.481, -4.703, -1.332)
C (-2.076, -5.379, 0.083)
O (-0.987, -6.301, -0.007)
C (-0.573, -6.823, 1.282)
N (-3.439, -3.707, -0.999)
H (-0.953, -2.879, -1.535)
H (-1.257, -3.747, -3.165)
H (-0.260, -4.604, -1.953)
H (-2.892, -5.567, -2.042)
H (-2.887, -6.000, 0.331)
H (-1.864, -4.582, 0.922)
H (-1.443, -7.292, 1.717)
H (-0.269, -5.888, 1.754)
H (0.069, -7.652, 0.919)
H (-4.323, -3.999, -1.060)
H (-3.357, -3.071, -0.190)
C (1.729, 1.245, -4.662)
C (0.673, 1.984, -3.887)
C (-0.164, 1.178, -2.873)
O (-0.754, 0.088, -3.560)
C (-1.761, -0.587, -2.812)
N (1.209, 3.256, -3.301)
H (2.499, 0.853, -4.013)
H (2.169, 1.719, -5.443)
H (1.344, 0.277, -5.304)
H (0.117, 2.435, -4.666)
H (-1.000, 1.609, -2.320)
H (0.450, 0.791, -1.934)
H (-1.479, -1.009, -1.853)
H (-2.192, -1.486, -3.379)
H (-2.681, 0.063, -2.825)
H (0.399, 3.697, -2.919)
H (1.637, 3.869, -3.997)
C (-2.801, 2.545, -0.111)
C (-1.405, 2.979, 0.410)
C (-1.362, 4.345, 1.193)
O (-2.039, 5.306, 0.413)
C (-2.106, 6.598, 1.125)
N (-0.905, 1.881, 1.304)
H (-3.162, 3.136, -1.045)
H (-3.464, 2.446, 0.637)
H (-2.642, 1.754, -0.544)
H (-0.698, 3.120, -0.349)
H (-0.313, 4.447, 1.281)
H (-1.559, 4.252, 2.235)
H (-2.612, 6.673, 1.988)
H (-2.224, 7.270, 0.387)
H (-1.171, 6.732, 1.436)
H (-1.512, 1.599, 2.049)
H (0.077, 2.025, 1.565)
C (0.901, -3.503, 1.933)
C (2.080, -2.465, 1.962)
C (2.706, -2.122, 0.537)
O (1.612, -1.905, -0.369)
C (2.130, -1.776, -1.742)
N (1.535, -1.239, 2.497)
H (0.553, -3.373, 0.966)
H (0.117, -3.416, 2.760)
H (1.380, -4.520, 1.431)
H (2.771, -2.831, 2.624)
H (3.331, -3.127, 0.222)
H (3.367, -1.368, 0.448)
H (1.192, -1.495, -2.172)
H (2.488, -2.620, -2.112)
H (2.914, -1.171, -1.839)
H (2.168, -0.444, 2.885)
H (1.220, -1.388, 3.455)
C (2.695, 1.360, -0.028)
C (2.572, 2.931, 0.140)
C (2.634, 3.401, 1.592)
O (1.688, 2.702, 2.271)
C (1.530, 3.227, 3.719)
N (3.732, 3.494, -0.443)
H (1.861, 0.934, 0.336)
H (3.618, 0.943, 0.786)
H (2.651, 1.214, -1.184)
H (1.531, 3.150, -0.236)
H (2.413, 4.421, 1.762)
H (3.619, 3.410, 2.012)
H (2.430, 3.060, 4.339)
H (0.956, 2.609, 3.999)
H (1.443, 4.368, 3.860)
H (3.761, 4.527, -0.247)
H (3.535, 3.404, -1.478)

## Properties
- spin multiplicity = 1

Let us look at the Löwdin charges, expressed in e, one per atom: 0.1143 0.0091 0.0879 0.1231 -0.7857 -0.0379 0.1764 -0.0511 0.0328 -0.1106 -0.3986 -0.1901 -0.2584 -0.0751 0.0299 0.0637 0.0992 0.1096 0.1784 0.0883 0.1364 0.0725 0.0523 0.1033 0.0100 0.0734 -0.0641 -0.4006 -0.1791 -0.2058 -0.1118 0.0369 0.0616 0.0235 0.1462 0.1143 0.0977 0.1420 0.0493 0.0997 0.1026 0.0532 0.0799 -0.0062 -0.3158 -0.2082 -0.1387 -0.0235 0.0667 0.1340 0.0532 -0.0551 0.0873 0.0875 0.1155 0.0608 0.0627 0.0418 0.0849 0.0602 -0.0373 -0.3845 -0.1540 -0.2246 -0.0204 0.0092 0.0069 0.1206 0.1467 0.0902 0.1725 0.0484 0.0881 0.0473 0.0412 0.1395 0.0899 -0.0371 -0.4664 -0.2928 -0.2118 0.0391 0.0173 -0.0265 0.1726 0.0957 0.1273 0.1007 0.1205 0.0980 -0.0397 0.1313 0.0992 0.0870

***

# 3
DFT (ωB97M-V/def2-TZVPD) results for a 17-piece molecular cluster, C3H43N2O16 overall.

Element x y z (Å)
C (0.032, -0.572, -1.589)
N (-0.895, -0.144, -2.631)
C (-0.497, -0.258, -0.140)
N (-0.184, 1.203, 0.061)
C (-0.412, 1.438, 1.512)
H (0.254, -1.643, -1.558)
H (0.996, -0.116, -1.836)
H (-1.534, 0.555, -2.260)
H (-1.558, -0.898, -2.831)
H (-1.552, -0.425, 0.056)
H (-0.048, -0.922, 0.625)
H (-0.756, 1.892, -0.516)
H (0.852, 1.357, -0.126)
H (-0.140, 2.419, 1.894)
H (-1.362, 1.060, 1.915)
H (0.186, 0.751, 2.100)
H (-0.483, -1.799, 2.879)
H (-0.856, -0.800, 4.017)
O (-0.763, -0.890, 3.065)
H (3.569, 0.418, 3.080)
H (4.555, 1.646, 2.478)
O (3.704, 1.333, 2.775)
H (0.457, -4.013, 2.161)
H (0.434, -3.334, 0.731)
O (0.942, -3.436, 1.567)
H (2.861, 1.269, -0.778)
H (2.742, 1.627, 0.643)
O (2.334, 1.861, -0.214)
H (-5.194, 0.728, -0.258)
H (-4.732, 0.157, -1.443)
O (-4.941, 1.063, -1.146)
H (3.122, -0.834, -2.944)
H (2.072, 0.073, -3.378)
O (2.484, -0.747, -3.674)
H (-2.476, 2.961, 0.557)
H (-2.923, 4.318, 1.041)
O (-2.585, 3.485, 1.391)
H (4.097, -0.910, -0.513)
H (5.516, -0.372, -1.002)
O (4.565, -0.222, -1.013)
H (-3.519, 2.292, 2.266)
H (-3.780, 1.840, 3.636)
O (-4.215, 1.787, 2.774)
H (-0.210, 4.330, -2.656)
H (0.896, 3.395, -2.098)
O (-0.034, 3.437, -2.343)
H (3.947, -3.030, 1.161)
H (3.066, -3.299, 0.099)
O (3.854, -2.745, 0.236)
H (-2.721, 3.023, -1.442)
H (-3.226, 1.512, -1.114)
O (-2.504, 2.173, -1.054)
H (2.254, -1.410, 3.574)
H (2.027, -1.095, 2.128)
O (2.740, -1.160, 2.774)
H (0.075, -4.532, -1.312)
H (0.080, -3.116, -1.749)
O (0.121, -3.653, -0.920)
H (1.149, -2.775, -3.668)
H (-0.419, -2.423, -4.038)
O (0.208, -2.927, -3.506)
H (-4.330, 0.067, 2.078)
H (-4.970, -1.078, 1.392)
O (-4.117, -0.618, 1.400)

## Properties
- charge = +1
- spin multiplicity = 1

Let us look at the natural (NBO) charges, expressed in e, one per atom: -0.2212 -0.8328 -0.2539 -0.5889 -0.4680 0.2058 0.1704 0.3660 0.3474 0.2371 0.2245 0.4818 0.4582 0.2392 0.2381 0.2366 0.4891 0.4867 -0.9697 0.5153 0.4897 -1.0190 0.4776 0.5083 -1.0079 0.5065 0.5194 -0.9523 0.4956 0.4716 -0.9325 0.4802 0.4621 -0.9359 0.4905 0.4858 -0.9740 0.5079 0.4992 -1.0111 0.5000 0.4726 -0.9791 0.4861 0.4837 -0.9631 0.4896 0.4857 -0.9644 0.5068 0.5246 -1.0069 0.4813 0.4830 -0.9418 0.4959 0.5003 -0.9997 0.5204 0.5043 -0.9871 0.5067 0.4661 -0.9883

***

| no. | gap between HOMO and LUMO (eV) |
| --- | --- |
| 1 | 10.61 |
| 2 | 8.70 |
| 3 | 10.26 |